Entry 1:
DFT (ωB97M-V with the def2-TZVPD basis set) results for C10H22Cl2F3Li2N2O8Si2 as an isolated structure.

Each line ends with the natural charge from an NBO analysis.
CARTESIAN COORDINATES (ANGSTROEM)
N: -3.32089 2.24523 0.77951  -0.736
C: -2.28880 2.82411 -0.07326  -0.262
C: -0.92447 2.16272 0.09714  0.101
O: -0.16489 2.99786 0.94992  -0.716
C: -1.00980 0.77286 0.70187  -0.965
Si: -1.72442 -0.51647 -0.41955  1.695
C: -0.96316 -0.48323 -2.17273  -0.575
O: -1.19432 0.72259 -2.91161  -0.453
N: -2.50157 0.63274 -3.55269  0.301
O: -2.96627 1.65880 -3.77166  -0.152
O: -1.52887 -2.09876 0.02570  -1.241
Si: -1.25736 -2.54972 1.62495  1.433
C: -2.21950 -4.14039 1.90208  -0.983
C: -3.67871 -3.89712 1.93829  0.575
O: -4.31531 -3.48995 2.87948  -0.470
Cl: -4.53387 -4.23365 0.37721  -0.130
H: -4.09191 2.89249 0.81384  0.402
H: -3.70938 1.39776 0.37761  0.346
H: -2.18024 3.85286 0.22004  0.258
H: -2.58501 2.83405 -1.12387  0.165
H: -0.42453 2.17873 -0.86676  0.164
H: 0.30165 2.47265 1.59938  0.486
H: -1.58203 0.83363 1.61863  0.305
H: 0.00031 0.47821 0.97979  0.250
H: -3.16929 -0.28649 -0.64786  -0.225
H: 0.08750 -0.74586 -2.15817  0.242
H: -1.51961 -1.29767 -2.70497  0.040
H: -1.70995 -1.54744 2.59563  -0.160
H: 0.17168 -2.87630 1.76563  -0.178
H: -1.96847 -4.88159 1.16237  0.269
H: -1.93684 -4.50791 2.87777  0.290
Li: -0.86173 -0.99481 -4.51343  0.731
O: 1.92252 3.60707 2.52255  -0.961
H: 2.68537 4.17726 2.64913  0.476
H: 1.24166 4.19859 2.17885  0.490
Cl: -3.09212 3.65016 2.97492  -0.489
C: 3.86473 1.25713 0.74726  -0.635
C: 5.09384 0.58110 0.18430  -0.083
O: 4.79610 -0.77138 -0.23702  -0.466
C: 4.23172 -0.90875 -1.41439  0.693
O: 3.93167 -0.04558 -2.18423  -0.557
C: 4.02435 -2.40260 -1.70971  0.896
F: 3.49334 -3.03842 -0.66395  -0.308
F: 5.17617 -2.98928 -2.01023  -0.295
F: 3.19877 -2.56024 -2.74788  -0.322
H: 3.43770 0.66147 1.55466  0.216
H: 4.11101 2.24254 1.13432  0.238
H: 3.09595 1.37434 -0.01698  0.213
H: 5.86006 0.48399 0.94838  0.207
H: 5.52316 1.14163 -0.64375  0.203
Li: -2.82591 -3.06900 -3.63653  0.679

The value obtained for the energy above the lowest of the compared OMol25 structures with the same formula, charge and spin is 8.7 kcal/mol. The molecular weight is 496.25 g mol⁻¹. For the HOMO-LUMO gap, the calculation gives 1.735 eV. For the HOMO energy, the calculation gives -8.46 eV. The charge is +1.


Entry 2:
DFT (ωB97M-V with the def2-TZVPD basis set) results for a 2-piece molecular cluster, C10H22Cl2INO overall.

Each line ends with the natural charge from an NBO analysis.
CARTESIAN COORDINATES (ANGSTROEM)
C: 2.35038 2.85403 -0.98666  -0.635
C: 1.61900 1.68444 -0.05674  -0.451
C: 0.99891 0.47623 -1.03184  -0.257
N: 0.54014 -0.65808 -0.13678  -0.464
C: -0.97801 -0.90618 -0.21197  -0.287
C: -1.66279 -1.12291 1.28113  -0.453
C: -2.81279 -0.01681 1.65924  -0.557
I: -2.21175 2.07309 1.40270  0.063
C: 1.35595 -1.93922 -0.29631  -0.022
Cl: 1.23927 -2.65494 -2.04246  -0.005
C: 2.98106 -1.71489 -0.04004  -0.201
C: 3.37592 -1.42546 1.52475  -0.669
Cl: 3.88070 -3.29928 -0.53464  -0.050
H: 2.48244 3.86240 -0.37290  0.243
H: 3.38531 2.43696 -1.34041  0.212
H: 1.72466 3.08016 -1.96362  0.230
H: 0.71722 2.23373 0.47790  0.252
H: 2.31386 1.26588 0.79190  0.201
H: 1.82449 0.12837 -1.78789  0.240
H: 0.14552 0.97610 -1.66653  0.277
H: 0.71208 -0.33358 0.86186  0.466
H: -1.21366 -1.90886 -0.81502  0.265
H: -1.55644 -0.05584 -0.77546  0.306
H: -2.19575 -2.18902 1.29187  0.253
H: -0.86578 -1.11753 2.15597  0.194
H: -3.83290 -0.17385 1.09383  0.330
H: -3.05947 -0.16604 2.81275  0.226
H: 1.00267 -2.72900 0.52581  0.270
H: 3.43657 -0.86933 -0.71170  0.244
H: 3.65317 -0.26735 1.60692  0.233
H: 2.48208 -1.69231 2.23348  0.221
H: 4.33242 -2.09884 1.75589  0.275
C: -5.21656 1.21924 -1.33551  -0.187
O: -4.65263 0.03588 -1.14552  -0.984
H: -6.29517 1.30573 -1.12018  0.082
H: -4.82276 2.06692 -0.74920  0.061
H: -5.17737 1.64018 -2.35462  0.078

The molecular weight is 370.10 g mol⁻¹. For the HOMO-LUMO gap, the calculation gives 4.401 eV. For the HOMO energy, the calculation gives -4.96 eV. The charge is 0.


Entry 3:
DFT (ωB97M-V with the def2-TZVPD basis set) results for a 5-piece molecular cluster, C10H22Cl8N4P overall.

Each line ends with the natural charge from an NBO analysis.
CARTESIAN COORDINATES (ANGSTROEM)
C: 3.72797 1.13914 1.66456  -0.631
C: 3.67844 1.43119 0.07894  -0.698
P: 2.11944 0.66694 -0.68555  0.915
C: 1.92333 -1.13741 -0.16578  -0.729
C: 0.67145 -1.87623 -0.82687  -0.644
N: 0.68458 1.63893 -0.26758  -0.384
C: 0.37255 3.00948 -0.43036  0.222
N: -0.96222 3.34273 0.02836  -0.384
C: -1.38026 2.07458 0.49082  0.562
N: -2.53494 1.63468 1.05354  -0.899
N: -0.37884 1.06718 0.32620  -0.359
H: 2.65574 1.23865 2.03696  0.198
H: 4.05789 0.05303 1.79062  0.219
H: 4.41986 1.83987 2.22568  0.237
H: 4.57522 0.91846 -0.39107  0.264
H: 3.77717 2.54267 -0.12619  0.254
H: 1.89233 -1.27097 0.97300  0.235
H: 2.85389 -1.69015 -0.53515  0.282
H: 0.29593 -2.66042 -0.08946  0.242
H: 0.91916 -2.40026 -1.80882  0.242
H: -0.21101 -1.19347 -1.04188  0.207
H: 1.11830 3.73335 -0.88289  0.261
H: -3.21906 1.13074 0.47663  0.431
H: -2.74492 1.71129 2.04848  0.433
H: -0.56611 0.11013 0.64699  0.480
C: -2.83577 -1.66060 -2.93796  -0.400
Cl: -3.04593 -0.99900 -1.30876  -0.069
Cl: -3.59940 -3.24572 -3.08589  -0.001
H: -3.28855 -0.97950 -3.65670  0.242
H: -1.77168 -1.75980 -3.14328  0.219
C: 0.74085 0.58594 4.36811  -0.391
Cl: 0.13028 1.97592 3.46757  -0.030
Cl: 1.10706 -0.74548 3.26528  -0.039
H: 1.64812 0.87235 4.89569  0.239
H: -0.01324 0.26265 5.08218  0.239
C: -1.58335 1.30354 -5.15025  -0.390
Cl: -1.03174 1.20276 -3.47115  -0.051
Cl: -3.23159 0.68886 -5.32044  -0.004
H: -1.56000 2.34368 -5.46735  0.235
H: -0.91906 0.71170 -5.77607  0.232
C: -1.67949 -3.52966 2.47818  -0.397
Cl: -2.28755 -2.11406 1.60722  -0.047
Cl: -1.32184 -4.85626 1.36858  -0.004
H: -0.76859 -3.25472 3.00610  0.223
H: -2.43440 -3.85672 3.18975  0.235

The molecular weight is 512.91 g mol⁻¹. For the HOMO-LUMO gap, the calculation gives 8.282 eV. For the HOMO energy, the calculation gives -11.56 eV. The charge is +1.


Entry 4:
DFT (ωB97M-V with the def2-TZVPD basis set) results for C10H22KO4S as an isolated structure.

Each line ends with the natural charge from an NBO analysis.
CARTESIAN COORDINATES (ANGSTROEM)
K: 2.08827 -2.05670 0.40120  0.978
C: 2.64255 -1.18169 6.19070  -0.620
C: 3.99851 -0.54859 5.84475  0.104
C: 5.03857 -1.66576 6.14244  -0.627
O: 4.00036 -0.10431 4.51251  -0.988
H: 1.84317 -0.44541 6.10710  0.192
H: 2.62248 -1.63340 7.18250  0.166
H: 2.40930 -2.04142 5.56255  0.169
H: 4.07390 0.19839 6.63497  0.087
H: 4.75412 -2.64058 5.74631  0.174
H: 5.07488 -1.76517 7.22729  0.170
H: 6.05972 -1.47356 5.81320  0.192
C: 0.06445 -1.90841 -7.16040  -0.647
C: -0.61611 -2.73826 -6.04059  0.109
C: -0.81280 -4.18546 -6.53509  -0.638
O: 0.04365 -2.70962 -4.81120  -1.005
H: -0.45474 -1.91574 -8.11879  0.171
H: 1.06976 -2.30863 -7.29182  0.184
H: 0.14413 -0.91944 -6.70908  0.198
H: -1.55788 -2.22506 -5.84622  0.090
H: -1.24573 -4.84328 -5.78147  0.194
H: 0.15839 -4.64485 -6.71908  0.183
H: -1.31590 -4.33607 -7.49024  0.165
C: -2.90044 3.88664 -0.77062  -0.412
C: -2.06758 4.31167 0.45715  -0.415
C: -2.43669 3.55251 1.73888  -0.640
S: -3.06338 1.96006 1.04527  2.113
O: -4.54129 1.97057 1.18250  -0.960
O: -2.36701 0.79429 1.45108  -0.929
C: -2.86097 2.31926 -0.76589  -0.628
H: -2.45751 4.35093 -1.65172  0.225
H: -3.91250 4.29104 -0.75331  0.220
H: -2.02118 5.39426 0.57524  0.227
H: -1.02624 4.07716 0.23642  0.208
H: -3.23639 4.02651 2.30801  0.247
H: -1.62541 3.39548 2.44970  0.252
H: -3.67937 1.77998 -1.24289  0.262
H: -1.88706 1.98267 -1.12130  0.230

The value obtained for the energy above the lowest of the compared OMol25 structures with the same formula, charge and spin is 93.2 kcal/mol. The molecular weight is 277.45 g mol⁻¹. For the HOMO-LUMO gap, the calculation gives 3.455 eV. For the HOMO energy, the calculation gives -3.00 eV. The charge is -1.


Entry 5:
DFT (ωB97M-V with the def2-TZVPD basis set) results for a 2-piece molecular cluster, C10H22N3O overall.

Each line ends with the natural charge from an NBO analysis.
CARTESIAN COORDINATES (ANGSTROEM)
C: -1.04967 -0.57666 -0.48391  0.817
C: 1.84701 -3.04529 0.72772  -0.421
C: 2.21558 -1.82573 -0.09149  -0.432
C: 0.41525 -3.05587 1.15742  -0.422
C: 1.16730 -1.53679 -1.23982  -0.207
C: -0.42925 -2.97518 -0.06791  -0.224
C: 0.80378 3.17754 0.32218  -0.690
C: -1.42983 3.09568 1.73536  -0.656
C: -0.41632 2.43616 0.88097  -0.093
C: -1.37623 1.82399 -0.86461  0.106
N: -0.22460 -1.65299 -0.71976  -0.419
N: -0.99599 2.64023 -1.94169  -0.865
N: -0.79370 0.53462 -1.17659  -0.598
O: -2.10449 -0.68100 0.19420  -0.585
H: 2.24903 -3.99397 0.14235  0.223
H: 2.33304 -3.12791 1.75092  0.241
H: 2.45571 -0.91119 0.53014  0.226
H: 3.19696 -1.93189 -0.64005  0.240
H: 0.36083 -3.87889 1.81010  0.248
H: 0.20744 -2.06406 1.67894  0.194
H: 1.33483 -0.39187 -1.49717  0.217
H: 1.26284 -2.20760 -2.03314  0.220
H: -0.25086 -3.82665 -0.68518  0.238
H: -1.54314 -3.17229 0.20154  0.189
H: 0.76718 3.24250 -0.83761  0.250
H: 1.03649 4.14278 0.68533  0.233
H: 1.67296 2.53291 0.49672  0.215
H: -1.09309 3.21626 2.84146  0.237
H: -2.29035 2.35578 1.79843  0.215
H: -1.74400 4.00693 1.30158  0.220
H: -0.13579 1.38943 1.27867  0.175
H: -2.48679 1.68686 -0.70792  0.185
H: -1.12680 2.21051 -2.92983  0.374
H: -1.52362 3.49604 -2.05986  0.398
H: -0.12213 0.47441 -1.98617  0.437
H: -2.18958 -1.60680 0.42863  0.515

The value obtained for the energy above the lowest of the compared OMol25 structures with the same formula, charge and spin is 90.5 kcal/mol. The molecular weight is 200.31 g mol⁻¹. For the HOMO-LUMO gap, the calculation gives 9.082 eV. For the HOMO energy, the calculation gives -11.75 eV. The charge is +1.


Entry 6:
DFT (ωB97M-V with the def2-TZVPD basis set) results for an isolated ion of composition C10H22N3O2 and charge +1.

Each line ends with the natural charge from an NBO analysis.
CARTESIAN COORDINATES (ANGSTROEM)
C: -0.00965 -2.27050 -2.55737  -0.629
C: -0.91233 -1.34331 -1.75553  -0.066
O: -0.09715 -0.71130 -0.69255  -0.575
C: -0.49441 -0.77331 0.60639  0.316
O: -1.33109 0.22483 1.09798  -0.567
C: -2.68312 0.23163 0.62205  -0.070
C: -2.93493 1.34288 -0.33150  -0.658
C: 0.79376 -0.36427 1.40595  0.473
C: 0.85193 -0.66740 2.87860  -0.464
C: 1.69755 -1.96863 2.97171  -0.573
N: 1.79970 0.19266 0.83064  -0.454
C: 2.15831 0.66804 -0.26721  0.334
N: 1.65381 1.81231 -0.78486  -0.144
C: 2.25618 2.54413 -1.79715  -0.441
N: 0.47095 2.23129 -0.35845  -0.649
H: 0.50832 -1.70365 -3.46300  0.221
H: 0.72207 -2.67705 -1.91110  0.221
H: -0.62067 -3.03911 -2.90510  0.230
H: -1.79854 -1.75115 -1.28971  0.183
H: -1.43845 -0.56173 -2.44036  0.196
H: -0.97215 -1.81567 0.88715  0.180
H: -2.97056 -0.68454 0.15318  0.180
H: -3.27586 0.32875 1.64394  0.210
H: -3.09096 2.27825 0.18568  0.223
H: -2.26049 1.44645 -1.12573  0.222
H: -3.89504 1.25968 -0.76297  0.234
H: 1.37479 0.12228 3.32492  0.233
H: -0.16485 -0.67505 3.28075  0.239
H: 2.53768 -1.79102 2.47812  0.205
H: 1.11502 -2.81436 2.58403  0.217
H: 1.93472 -1.96701 4.03964  0.238
H: 3.16051 0.37897 -0.56970  0.227
H: 2.98772 1.89357 -2.29412  0.235
H: 1.64799 2.91189 -2.64073  0.241
H: 2.70982 3.50691 -1.51443  0.224
H: 0.42172 3.24385 -0.25456  0.392
H: -0.04605 1.63642 0.30491  0.417

The SMILES is CCOC(OCC)/C(CC)=N\C=[N+](\C)N. The value obtained for the energy above the lowest of the compared OMol25 structures with the same formula, charge and spin is 66.7 kcal/mol. The molecular weight is 216.31 g mol⁻¹. For the HOMO-LUMO gap (spin up / spin down), the calculation gives 8.895 / 8.896 eV. For the HOMO energy (spin up / spin down), the calculation gives -12.23 / -12.23 eV. The charge is +1.


- Which of these has the highest molecular weight?
  C10H22Cl8N4P